Below is 6 unconnected molecules or ions with the total composition H12O6 in a non-equilibrium geometry, with properties calculated with ωB97M-V/def2-TZVPD.

Last column: Löwdin charge in e.
Geometry (Å):
O1 0.7358 0.0817 1.0816  -0.060
H1 1.4034 0.7762 1.1122  0.046
H2 -0.0944 0.5476 1.2325  0.054
O2 -4.3285 -1.2788 -0.1527  -0.050
H3 -3.6113 -1.2946 -0.7964  0.029
H4 -4.0528 -0.6149 0.4893  0.023
O3 2.8370 -1.2235 -0.8045  -0.048
H5 2.5809 -0.5712 -0.1427  -0.019
H6 2.0693 -1.2832 -1.3842  0.042
O4 0.0378 -1.8139 0.0987  -0.071
H7 -0.4410 -1.5200 0.8819  0.032
H8 -0.6547 -1.9827 -0.5500  0.041
O5 3.8990 1.3939 -0.1142  -0.045
H9 4.5407 0.7307 -0.3923  0.047
H10 3.1784 0.8784 0.2653  -0.018
O6 -2.7964 2.7122 -0.4847  -0.047
H11 -3.3532 1.9561 -0.2673  0.021
H12 -1.9498 2.5062 -0.0724  0.024

Properties
2S+1: 1
Largest force on an atom, eV/Å: 1.83
Relative energy (zero: lowest compared OMol25 entry of this formula, charge and spin), kcal/mol: 64.88

---

Below is a single C4H11N2O molecule in a non-equilibrium geometry, with properties calculated with ωB97M-V/def2-TZVPD.

Last column: Mulliken spin population.
Geometry (Å):
C1 0.4542 0.7344 1.0387  0.013
C2 -0.9761 -0.0262 1.1608  0.006
C3 -2.2062 -0.1634 0.1265  -0.051
O1 -2.0722 -0.6332 -1.1432  0.806
N1 0.4286 0.9929 -0.4847  0.009
C4 1.6280 0.4977 -1.1977  0.002
N2 1.8179 -0.9905 -1.1951  0.001
H1 1.2792 -0.0146 1.2724  -0.001
H2 0.5450 1.5590 1.7778  0.001
H3 -1.4787 0.1353 2.1385  0.003
H4 -0.6316 -1.1405 1.1041  0.003
H5 -2.9282 0.6278 0.1624  0.043
H6 -2.7370 -1.0457 0.8822  0.172
H7 -0.4458 0.6192 -0.9146  -0.006
H8 2.5346 0.8208 -0.7081  0.000
H9 1.7254 0.7296 -2.4000  0.000
H10 2.1384 -1.2933 -0.3339  -0.001
H11 0.9244 -1.4093 -1.2859  -0.001

Properties
2S+1: 2
Largest force on an atom, eV/Å: 3.47
Relative energy (zero: lowest compared OMol25 entry of this formula, charge and spin), kcal/mol: 76.05

---

Below is 2 unconnected molecules or ions with the total composition C7H17N3 in a non-equilibrium geometry, with properties calculated with ωB97M-V/def2-TZVPD.

Last column: Löwdin charge in e.
Geometry (Å):
C1 0.1499 -1.6920 -2.1625  -0.100
C2 -1.1395 -1.2553 -1.5379  -0.082
C3 0.5062 0.4510 1.9233  -0.077
C4 -0.4006 -0.8272 2.2001  -0.100
C5 1.1121 -0.9610 -1.3951  0.063
C6 1.4388 0.3764 0.6465  -0.068
C7 -0.7751 -0.5364 -0.2658  -0.342
N1 -1.0171 -1.2297 0.9240  0.003
N2 0.6514 -0.2725 -0.3719  -0.005
N3 -0.2826 3.0953 -0.3563  0.374
H1 0.3927 -2.7842 -2.1512  0.170
H2 0.1350 -1.4939 -3.3170  0.195
H3 -1.7683 -0.6602 -2.1773  0.131
H4 -1.7394 -2.1608 -1.3108  0.152
H5 -0.0712 1.3913 1.9992  0.101
H6 1.0904 0.4580 2.8329  0.119
H7 0.2361 -1.5439 2.5191  0.084
H8 -1.2006 -0.8824 2.9003  0.127
H9 2.1827 -1.0083 -1.3907  0.164
H10 -0.5061 2.2242 0.1323  0.103
H11 1.7784 1.2486 0.2264  0.091
H12 2.3019 -0.2703 0.7897  0.151
H13 -1.3943 0.3349 -0.0844  0.144
H14 -1.2542 -2.2008 0.8546  0.137
H15 0.5048 2.9419 -0.8825  0.111
H16 0.1194 3.7026 0.3251  0.159
H17 -1.0509 3.5549 -0.8702  0.195

Properties
2S+1: 1
Charge: +2
Largest force on an atom, eV/Å: 4.24
Relative energy (zero: lowest compared OMol25 entry of this formula, charge and spin), kcal/mol: 14.33

---

Below is a molecular structure, C4H4O2, with properties calculated with ωB97M-V/def2-TZVPD.

Last column: Löwdin charge in e.
Geometry (Å):
O1 -2.6605 0.6927 -0.1082  0.083
C1 -1.7822 -0.1078 -0.1177  -0.291
O2 -0.6423 -0.1619 1.2447  -0.061
C2 0.1003 0.4497 0.3719  -0.344
C3 1.4178 -0.0660 0.0442  -0.052
C4 2.5197 -0.4675 -0.2311  0.152
H1 -1.7289 -1.1983 -0.1597  0.162
H2 -0.6996 0.1697 -0.8124  0.162
H3 -0.0139 1.5357 0.2422  0.149
H4 3.4898 -0.8463 -0.4739  0.040

Properties
2S+1: 1
Largest force on an atom, eV/Å: 0.68
Relative energy (zero: lowest compared OMol25 entry of this formula, charge and spin), kcal/mol: 111.47

---

Below is 10 unconnected molecules or ions with the total composition C30H80ClN2O13S10 in a non-equilibrium geometry, with properties calculated with ωB97M-V/def2-TZVPD.

Last column: Löwdin charge in e.
Geometry (Å):
O1 -1.2534 -0.6027 3.3956  -0.329
S1 -1.5639 0.0721 2.1070  0.684
O2 -0.4673 0.9536 1.6811  -0.295
O3 -2.9970 0.8504 2.2844  -0.156
C1 -1.8123 -1.2601 0.8936  -0.234
C2 -2.2348 -0.7796 -0.5281  -0.192
C3 -3.7663 -0.7403 -0.7641  -0.155
C4 -4.4422 -2.1410 -0.9812  -0.165
N1 -3.6435 -3.2826 -0.4969  -0.191
C5 -2.8178 -3.8715 -1.5490  -0.149
C6 -1.5787 -4.5083 -0.8156  -0.045
N2 -2.0900 -5.1310 0.4560  -0.101
C7 -1.2008 -6.2524 0.9180  -0.099
C8 0.1212 -5.6225 1.5233  -0.130
C9 1.4074 -6.0859 0.7478  -0.161
C10 2.1866 -4.9230 0.0725  -0.243
O4 2.4334 -3.8553 1.0038  -0.063
C11 -3.5055 -5.5620 0.3477  -0.129
C12 -4.4202 -4.2763 0.2286  -0.622
Cl1 -5.9478 -4.8099 -0.5852  0.671
H1 -3.6896 0.1940 2.4364  0.086
H2 -2.5658 -1.9494 1.3237  0.090
H3 -0.8817 -1.8527 0.8081  0.093
H4 -1.8635 0.2625 -0.6377  0.121
H5 -1.7232 -1.3579 -1.3148  0.103
H6 -4.3275 -0.1715 0.0167  0.078
H7 -3.9198 -0.1756 -1.7045  0.084
H8 -5.4506 -2.0893 -0.5265  0.111
H9 -4.6216 -2.2792 -2.0686  0.133
H10 -2.4746 -3.0811 -2.2312  0.115
H11 -3.3326 -4.6344 -2.1608  0.109
H12 -0.9372 -3.6690 -0.4852  0.113
H13 -1.0181 -5.2087 -1.4504  0.145
H14 -2.0530 -4.4155 1.1848  0.169
H15 -0.9816 -6.9568 0.0966  0.134
H16 -1.7097 -6.8357 1.7059  0.133
H17 0.1738 -6.0068 2.5563  0.120
H18 0.0817 -4.5146 1.5167  0.103
H19 2.0635 -6.5774 1.4903  0.120
H20 1.1246 -6.8148 -0.0361  0.109
H21 1.6219 -4.5618 -0.8101  0.111
H22 3.1833 -5.3001 -0.2259  0.125
H23 1.9840 -3.0987 0.6328  0.069
H24 -3.8481 -6.1389 1.2244  0.141
H25 -3.6852 -6.2019 -0.5325  0.130
H26 -4.5702 -3.8957 1.2549  0.127
C13 -0.9741 -3.0484 -5.4948  -0.267
S2 -2.4677 -4.0202 -5.7518  0.837
O5 -3.1101 -4.2043 -4.4130  -0.571
C14 -1.6256 -5.5562 -6.1694  -0.257
H27 -1.2723 -2.0463 -5.1861  0.022
H28 -0.3622 -3.5070 -4.7143  0.053
H29 -0.4145 -2.9903 -6.4288  0.063
H30 -0.9723 -5.8563 -5.3481  0.050
H31 -1.0458 -5.4140 -7.0811  0.061
H32 -2.3787 -6.3245 -6.3357  0.052
C15 2.4518 1.1564 2.7153  -0.282
S3 2.9700 2.8768 2.8491  0.808
O6 4.3778 2.9567 2.3575  -0.565
C16 3.0303 2.9173 4.6482  -0.261
H33 2.3868 0.9013 1.6590  0.045
H34 3.1826 0.5091 3.2026  0.059
H35 1.4729 1.0353 3.1767  0.030
H36 3.7258 2.1598 5.0127  0.048
H37 2.0334 2.7387 5.0524  0.058
H38 3.3720 3.9051 4.9508  0.013
C17 -6.4912 -5.9710 -9.5075  -0.272
S4 -5.6972 -4.3558 -9.4079  0.807
O7 -4.2337 -4.5892 -9.2335  -0.569
C18 -6.3660 -3.9189 -7.7917  -0.272
H39 -6.1777 -6.4484 -10.4342  0.050
H40 -6.1877 -6.5860 -8.6596  0.055
H41 -7.5741 -5.8434 -9.5134  0.053
H42 -6.0698 -4.6656 -7.0536  0.054
H43 -7.4532 -3.8588 -7.8530  0.053
H44 -5.9646 -2.9476 -7.5072  0.048
C19 4.5933 6.9689 3.6385  -0.264
S5 3.9501 6.8552 5.3192  0.790
O8 3.0915 8.0539 5.5492  -0.555
C20 5.5249 7.1495 6.1388  -0.281
H45 3.7620 6.8498 2.9450  0.047
H46 5.0585 7.9433 3.4867  0.058
H47 5.3201 6.1724 3.4728  0.048
H48 5.9348 8.1092 5.8298  0.039
H49 6.2175 6.3453 5.8886  0.038
H50 5.3558 7.1564 7.2137  0.056
C21 -3.1467 1.3231 -6.1584  -0.251
S6 -2.8301 1.0412 -4.4092  0.798
O9 -3.1361 -0.3997 -4.1301  -0.575
C22 -4.2213 2.0135 -3.8020  -0.263
H51 -2.4053 0.7687 -6.7342  0.027
H52 -4.1475 0.9720 -6.4127  0.062
H53 -3.0519 2.3872 -6.3755  0.063
H54 -5.1531 1.6195 -4.2077  0.068
H55 -4.0909 3.0544 -4.0979  0.064
H56 -4.2446 1.9485 -2.7153  0.015
C23 10.3609 8.2045 7.4238  -0.269
S7 8.6088 8.0762 7.8297  0.809
O10 7.8722 8.9734 6.8928  -0.551
C24 8.7251 8.9337 9.4105  -0.265
H57 10.5166 7.7618 6.4414  0.049
H58 10.6610 9.2527 7.4030  0.058
H59 10.9456 7.6586 8.1649  0.052
H60 9.1313 9.9346 9.2602  0.058
H61 9.3641 8.3640 10.0860  0.053
H62 7.7246 9.0067 9.8333  0.051
C25 -5.5446 3.4085 0.9485  -0.257
S8 -6.3368 2.0616 0.0505  0.788
O11 -6.3296 2.4247 -1.3965  -0.545
C26 -7.9977 2.3707 0.6765  -0.260
H63 -4.4909 3.4295 0.6740  0.051
H64 -6.0106 4.3563 0.6789  0.063
H65 -5.6365 3.2338 2.0210  0.056
H66 -8.3043 3.3858 0.4240  0.063
H67 -8.0102 2.2301 1.7578  0.056
H68 -8.6770 1.6588 0.2105  0.052
C27 7.3066 1.7402 7.9665  -0.271
S9 7.8459 3.2801 7.1996  0.804
O12 6.9589 4.3649 7.7103  -0.562
C28 7.2853 2.8673 5.5363  -0.261
H69 7.5253 1.7947 9.0316  0.050
H70 6.2337 1.6100 7.8208  0.055
H71 7.8522 0.9049 7.5262  0.051
H72 6.2138 2.6653 5.5456  0.041
H73 7.8308 1.9950 5.1749  0.055
H74 7.4890 3.7162 4.8857  0.051
C29 1.2137 -0.0542 -4.9764  -0.271
S10 0.9662 1.0944 -6.3442  0.812
O13 -0.0049 0.4600 -7.2842  -0.557
C30 2.6098 0.8982 -7.0553  -0.263
H75 0.2832 -0.1175 -4.4121  0.030
H76 1.4748 -1.0404 -5.3634  0.051
H77 2.0069 0.3196 -4.3280  0.056
H78 2.7809 -0.1484 -7.3094  0.059
H79 3.3578 1.2410 -6.3398  0.056
H80 2.6658 1.5053 -7.9569  0.054

Properties
2S+1: 1
Charge: +1
Largest force on an atom, eV/Å: 4.70
Energy, Ha: -6720.18462

---

Below is 7 unconnected molecules or ions with the total composition C19H44N6O9 in a non-equilibrium geometry, with properties calculated with ωB97M-V/def2-TZVPD.

Last column: Mulliken spin population.
Geometry (Å):
C1 -22.6195 -22.2248 4.5903  1.516
O1 -22.8864 -23.2075 3.6600  -0.614
C2 -24.1014 -23.8608 3.5551  -0.513
O2 -25.0643 -23.7407 4.3077  0.220
O3 -23.9798 -24.8011 2.5198  -0.274
C3 -25.0854 -25.6395 2.3381  -0.017
H1 -21.5883 -21.8863 4.4899  -0.204
H2 -22.6666 -22.5032 5.6431  0.039
H3 -23.3231 -21.3975 4.4982  -0.059
H4 -25.2157 -25.6865 1.2569  0.011
H5 -26.0022 -25.2649 2.7934  -0.039
H6 -24.9607 -26.6854 2.6186  -0.014
C4 -27.5709 -22.4331 6.2675  0.181
C5 -28.1815 -22.2169 4.9212  0.174
O4 -29.4249 -22.3446 4.8235  -0.068
N1 -27.3392 -22.0703 3.8890  -0.159
C6 -27.8508 -22.2726 2.4997  0.031
H7 -28.3402 -22.3106 7.0299  -0.022
H8 -26.8460 -21.6206 6.3168  -0.116
H9 -27.0163 -23.3709 6.3005  0.089
H10 -26.3892 -22.3552 4.0803  -0.005
H11 -27.5066 -21.4395 1.8869  0.030
H12 -28.9381 -22.2208 2.4425  0.007
H13 -27.4981 -23.2368 2.1335  -0.006
C7 -19.8508 -22.3579 7.2459  0.901
C8 -19.1792 -23.3102 8.1501  -0.011
O5 -19.9524 -24.1837 8.6132  -0.206
N2 -17.8856 -23.1757 8.3215  -0.069
C9 -17.0680 -24.1604 9.0646  0.143
H14 -20.9404 -22.3397 7.2208  -0.233
H15 -19.5186 -22.7201 6.2730  -0.040
H16 -19.4849 -21.3749 7.5424  -0.006
H17 -17.5014 -22.2648 8.1145  -0.122
H18 -16.0024 -24.1168 8.8396  -0.006
H19 -17.3317 -25.2090 8.9266  0.019
H20 -17.0291 -23.9312 10.1295  -0.020
C10 -26.7463 -26.3178 7.4859  -0.020
C11 -25.6957 -25.9487 8.4422  0.030
O6 -25.4813 -26.6085 9.4042  -0.038
N3 -25.0508 -24.8303 8.0847  -0.201
C12 -23.7685 -24.3763 8.7598  0.198
H21 -27.3240 -25.4280 7.2354  0.047
H22 -27.3981 -27.0638 7.9405  -0.001
H23 -26.2395 -26.7644 6.6305  -0.003
H24 -25.2190 -24.5227 7.1375  0.078
H25 -23.3719 -23.4650 8.3123  -0.004
H26 -22.9850 -25.1341 8.7575  0.003
H27 -24.0398 -23.9737 9.7358  -0.027
C13 -29.3904 -24.9090 0.3824  0.038
C14 -28.2961 -24.9883 -0.6388  0.024
O7 -27.1781 -25.4727 -0.3182  -0.043
N4 -28.5893 -24.5574 -1.9294  -0.022
C15 -27.8798 -24.8629 -3.1429  0.057
H28 -29.2878 -25.8778 0.8710  0.000
H29 -30.3776 -24.9761 -0.0750  -0.011
H30 -29.2750 -24.0631 1.0601  -0.004
H31 -29.4786 -24.0947 -2.0519  -0.001
H32 -27.2776 -25.7447 -2.9239  0.001
H33 -27.3507 -23.9954 -3.5374  -0.013
H34 -28.5475 -25.0476 -3.9844  -0.005
O8 -20.3105 -22.8345 -0.5090  -0.079
C16 -21.4683 -23.0710 -0.9106  0.105
N5 -21.8527 -22.6095 -2.0575  0.038
C17 -22.4287 -23.9056 -0.0736  0.004
H35 -21.3425 -21.8871 -2.5453  -0.020
H36 -22.5790 -23.1097 -2.5499  -0.024
H37 -22.5273 -24.9190 -0.4626  0.052
H38 -23.4713 -23.5932 -0.0149  -0.040
H39 -21.9126 -23.8564 0.8852  0.010
O9 -25.0953 -20.8712 1.1100  -0.293
C18 -24.2549 -20.2671 1.7732  0.746
N6 -24.6122 -19.8952 2.9651  0.339
C19 -22.9137 -19.9570 1.2351  0.378
H40 -24.0812 -19.1720 3.4290  -0.459
H41 -25.4259 -20.3119 3.3945  -0.144
H42 -22.8026 -20.1256 0.1639  0.021
H43 -22.1902 -20.5721 1.7700  0.021
H44 -22.7592 -18.8780 1.2254  -0.271

Properties
2S+1: 2
Charge: -1
Largest force on an atom, eV/Å: 5.74
Energy, Ha: -1756.04708